(1)
This record from OMol25 describes a structure of composition C17H43BrN2O7PS5 in a non-equilibrium geometry. The level of theory is ωB97M-V with the def2-TZVPD basis set.

XYZ file:
```
76
Properties=species:S:1:pos:R:3:forces:R:3
Br 0.4410 -2.8256 1.9598 0.1 0.1 0.1
S -3.2115 1.5255 4.6973 0.0 0.1 -0.1
S 1.7773 2.9890 -1.3273 -0.3 0.4 0.1
S -0.3857 4.8278 1.1395 -0.1 0.0 0.1
S -6.0159 -4.8332 1.0124 -0.1 0.0 0.0
S 2.4022 2.6727 -6.1805 -0.1 -0.2 0.0
P 3.1999 -3.9188 1.5367 -0.3 -0.7 0.4
O 0.4482 5.7881 0.3586 0.1 -0.1 0.0
O -1.8059 -2.7429 -0.3567 0.8 0.1 0.4
O 2.1347 1.5801 -1.7536 0.4 -0.6 0.2
O -2.0418 2.4385 4.5893 0.1 0.1 -0.1
O -1.9789 -0.6036 -1.0520 0.4 -0.2 0.0
O 2.4089 4.0798 -5.7000 0.1 0.0 0.1
O -5.5610 -6.1699 0.5609 0.1 0.0 0.0
N 2.2032 -1.0494 -0.7095 -0.3 -0.2 0.1
N 2.5730 -5.1171 2.3027 0.4 0.2 -0.4
C 1.9238 -2.1379 -1.6476 1.1 -0.6 -0.5
C 1.5503 -3.3585 -0.7733 0.3 0.0 0.4
C 1.9120 -2.8621 0.6718 -0.4 0.1 0.0
C -3.1769 0.5236 3.2067 -0.1 -0.2 -0.2
C -5.3450 -4.5829 2.6621 0.1 0.1 0.1
C -1.8737 -1.4137 -0.1760 -0.4 0.7 -0.4
C 3.5361 2.5578 -7.5671 0.1 0.1 -0.1
C 3.4215 1.7374 -5.0340 0.1 -0.1 0.1
C -2.7503 0.2386 5.8580 0.0 -0.2 -0.1
C -4.9515 -3.6357 0.1966 0.0 0.1 0.0
C 0.1728 4.9037 2.8418 -0.1 0.0 0.2
C 2.2491 -1.4333 0.5067 0.0 0.0 -0.2
C -1.9718 5.6112 1.4153 -0.1 0.0 0.0
C 2.8908 4.0903 -2.1834 0.1 -0.1 -0.2
C -0.9921 -3.1891 -1.4504 -0.5 -0.5 -0.6
C 0.1870 -4.0389 -0.9936 0.1 0.2 -0.1
C 2.4775 3.2274 0.3010 0.2 -0.2 0.1
H 2.4984 -0.7816 1.3365 0.0 0.1 -0.2
H -5.8441 -5.2819 3.3293 0.0 0.0 0.0
H -3.9106 -3.9085 0.3624 0.0 -0.1 0.0
H 0.1804 5.9400 3.1788 0.0 0.0 -0.1
H 2.9108 1.7116 -4.0723 0.0 0.0 0.0
H 3.8538 -2.9575 2.3275 0.0 0.2 -0.1
H 2.3603 -0.0911 -1.0559 -0.1 0.8 0.0
H 3.5344 2.9575 0.2847 0.0 0.0 0.0
H 3.6496 1.5123 -7.8525 0.0 0.0 0.0
H -2.4705 5.6970 0.4525 0.0 0.0 0.0
H -5.1752 -3.6608 -0.8679 0.0 0.0 0.0
H -0.4920 4.3002 3.4637 0.0 0.0 0.0
H 1.1818 4.4977 2.8863 0.0 0.0 0.0
H -3.5264 -0.5265 5.8782 0.0 0.0 0.0
H -3.9300 -0.2627 3.2726 0.0 0.0 0.0
H -5.1560 -2.6377 0.5875 0.0 0.0 0.0
H -5.5476 -3.5612 2.9847 0.0 0.0 0.0
H -0.7147 -2.3506 -2.0902 0.0 0.1 0.2
H -2.5638 4.9895 2.0871 0.0 0.0 0.0
H -1.8326 -1.1098 0.8757 -0.3 -0.4 0.2
H 2.3448 4.2727 0.5770 0.0 0.0 0.0
H -1.8143 6.6005 1.8431 0.0 0.0 0.0
H 1.9364 2.5878 0.9982 0.0 0.0 0.0
H 3.9197 3.7677 -2.0204 0.0 0.0 0.0
H 2.9350 -5.9929 1.9365 -0.2 -0.1 0.2
H -4.2730 -4.7823 2.6521 0.0 0.0 0.0
H 0.3404 -4.7880 -1.7736 0.0 0.0 0.0
H 3.1056 3.1183 -8.3939 0.0 0.0 0.0
H 4.4975 2.9888 -7.2883 0.0 0.0 0.0
H -2.6651 0.6993 6.8393 0.0 0.0 0.0
H 2.3046 -4.1196 -0.9850 -0.2 -0.1 -0.1
H 4.3914 2.2247 -4.9252 0.0 0.0 0.0
H 2.8946 -2.3519 -2.1091 -0.1 0.0 0.0
H 1.3082 -1.8680 -2.5023 -0.5 0.3 0.5
H -1.6260 -3.8265 -2.0691 -0.1 0.1 0.1
H 4.0761 -4.2590 0.4916 0.2 0.4 -0.1
H 2.6537 4.0646 -3.2481 0.0 0.1 0.0
H 3.5509 0.7199 -5.4046 0.0 0.0 0.0
H -1.7922 -0.1904 5.5646 0.0 0.0 0.0
H -2.1848 0.0949 3.0536 0.0 0.0 0.2
H -3.4089 1.1773 2.3675 -0.1 0.1 0.0
H 2.7288 5.0959 -1.7962 -0.1 0.0 0.0
H -0.0767 -4.5886 -0.0888 -0.1 0.0 -0.1
```
Positions in Å, forces in eV/Å.

Calculated values
* net charge: +1
* frontier orbital gap: 6.30 eV
* energy: -169134.92524 eV
* HOMO energy: -10.7 eV

=====

(2)
This record from OMol25 describes a cluster of 2 separate species, CClF2O3S in total in a non-equilibrium geometry. The level of theory is ωB97M-V with the def2-TZVPD basis set.

XYZ file:
```
8
Properties=species:S:1:pos:R:3:forces:R:3
Cl 1.6899 1.0329 0.5358 0.5 -0.5 -0.1
S -1.2131 0.1676 0.2583 -1.9 0.1 0.0
F 2.7605 -1.6672 -0.0616 -1.2 0.7 0.2
F 0.6586 -0.3158 -1.3897 1.2 0.1 1.7
O -1.5150 0.0796 1.6648 0.6 -0.9 -0.4
O -1.7902 -0.7451 -0.7054 0.3 -0.2 1.2
O -1.2386 1.5366 -0.2097 0.8 0.3 -0.2
C 0.6479 -0.0887 -0.0925 -0.1 0.4 -2.3
```
Positions in Å, forces in eV/Å.

Calculated values
* ΔE to the lowest compared entry with this formula, charge and spin: 430.8 kJ/mol
* net charge: -1
* frontier orbital gap (alpha / beta): 6.93 / 7.08 eV
* energy: -35970.08575 eV
* HOMO energy (alpha / beta): -5.8 / -6.0 eV

=====

(3)
This record from OMol25 describes a structure of composition C31H33CoN5O2. The level of theory is ωB97M-V with the def2-TZVPD basis set.

XYZ file:
```
72
Properties=species:S:1:pos:R:3:forces:R:3
Co 0.5534 1.0235 -0.9799 0.1 0.1 0.1
O 1.2268 1.1890 0.7653 0.0 0.0 -0.1
O 0.3300 -0.7615 -0.7136 0.1 0.1 0.0
N 0.1492 -2.3287 1.3435 0.0 0.0 0.0
N 2.2820 0.9705 -1.7313 0.0 -0.1 0.0
N -1.1889 1.5723 -0.3004 -0.2 -0.1 0.0
N -0.1565 1.0053 -2.7506 -0.1 0.0 0.0
N 0.4593 0.7335 3.8346 0.0 0.0 0.0
C -5.9129 3.6684 0.9674 0.0 0.0 0.0
C 0.0818 2.2334 -3.5241 0.0 0.0 0.0
C -1.6089 -2.2822 -3.4025 0.0 0.0 0.0
C -2.6303 -4.5706 -3.6888 0.0 0.0 0.0
C -2.2162 2.0070 -0.0199 0.0 0.1 0.0
C -0.4815 -3.1264 0.5403 0.0 0.1 0.0
C -4.6465 1.8571 0.0309 0.0 0.0 0.0
C 2.4584 1.4693 -3.1154 0.1 0.0 0.0
C 2.3298 0.6280 1.1821 0.1 0.0 0.0
C -1.8830 -3.5474 -2.8836 0.0 0.0 0.0
C -0.4134 -1.5900 -1.4140 -0.1 0.0 0.0
C 3.8558 0.0246 3.0079 0.1 0.0 -0.1
C 4.8498 -0.4160 2.1473 0.0 0.0 0.0
C 0.1845 -2.4039 2.8013 0.0 0.0 0.0
C 4.5825 -0.2738 0.7946 0.0 0.0 0.0
C -0.7885 -1.3811 3.3952 0.0 0.0 0.0
C 3.3739 0.2378 0.3061 0.0 0.0 0.0
C -0.7341 -2.8466 -0.8383 0.0 0.0 0.0
C 6.1707 -0.9273 2.6448 0.0 0.0 0.0
C 3.3184 0.5654 -1.0904 -0.1 0.0 0.0
C -0.9092 -1.3012 -2.6960 0.0 0.0 0.0
C -0.6929 -0.0099 -3.3135 0.0 0.0 0.1
C 1.7353 0.8564 3.6702 0.0 0.0 -0.1
C -3.4766 2.5637 0.3334 0.0 0.0 0.0
C -5.8654 2.4195 0.3563 0.0 0.0 0.0
C -4.7468 4.3656 1.2636 0.0 0.0 0.0
C -1.4526 -3.7936 -1.5922 0.0 0.0 0.0
C 2.5988 0.4819 2.5740 -0.1 0.1 0.0
C -0.5494 0.0802 2.9893 0.0 0.0 0.0
C 1.5421 2.6633 -3.3433 0.0 0.0 0.0
C -3.5166 3.8194 0.9500 0.0 0.0 0.0
H -1.0198 0.0969 -4.3475 0.0 0.0 0.0
H 2.2445 1.2577 4.5429 0.0 0.0 0.0
H -0.2522 0.2106 1.9514 0.0 0.0 0.0
H -4.5943 0.8923 -0.4558 0.0 0.0 0.0
H -0.1356 2.0299 -4.5734 0.0 0.0 0.0
H -1.9545 -2.0441 -4.4033 0.0 0.0 0.0
H 1.8648 3.2077 -4.2301 0.0 0.0 0.0
H 3.4982 1.7711 -3.2343 0.0 0.0 0.0
H -2.6021 4.3548 1.1667 0.0 0.0 0.0
H -1.4677 0.6473 3.1341 0.0 0.0 0.0
H -3.5976 -4.1839 -4.0091 0.0 0.0 0.0
H -2.0680 -4.8421 -4.5828 0.0 0.0 0.0
H -0.8928 -4.0366 0.9689 0.0 0.0 0.0
H -2.8020 -5.4768 -3.1125 0.0 0.0 0.0
H -4.7995 5.3373 1.7341 0.0 0.0 0.0
H 4.2602 0.5218 -1.6359 0.0 0.0 0.0
H -0.0958 -3.4107 3.1082 0.0 0.0 0.0
H -6.7810 1.8914 0.1301 0.0 0.0 0.0
H 1.6516 3.3584 -2.5053 0.0 0.0 0.0
H 2.2566 0.6618 -3.8224 0.0 0.0 0.0
H -1.6790 -4.7496 -1.1328 0.0 0.0 0.0
H 4.0502 -0.0044 4.0753 0.0 0.0 0.0
H -0.6051 3.0082 -3.1814 0.0 0.0 0.0
H 6.4611 -1.8352 2.1177 0.0 0.0 0.0
H 6.1340 -1.1501 3.7090 0.0 0.0 0.0
H -6.8716 4.1056 1.2118 0.0 0.0 0.0
H 0.1073 1.0669 4.7263 0.0 0.0 0.0
H 6.9543 -0.1856 2.4846 0.0 0.0 0.0
H 5.3552 -0.5312 0.0775 0.0 0.0 0.0
H -1.8019 -1.6438 3.0860 0.0 0.0 0.0
H 1.2125 -2.2296 3.1216 0.0 0.0 0.0
H -0.7703 -1.4774 4.4826 0.0 0.0 0.0
H 0.5280 -1.4933 0.8973 0.0 0.0 0.0
```
Positions in Å, forces in eV/Å.

Calculated values
* ΔE to the lowest compared entry with this formula, charge and spin: 0.0 kJ/mol
* net charge: +3
* frontier orbital gap (alpha / beta): 6.77 / 6.74 eV
* energy: -81831.71337 eV
* HOMO energy (alpha / beta): -16.5 / -16.6 eV

=====

(4)
This record from OMol25 describes a structure of composition C19H18BrMnN4OS in a non-equilibrium geometry. The level of theory is ωB97M-V with the def2-TZVPD basis set.

XYZ file:
```
45
Properties=species:S:1:pos:R:3:forces:R:3
Br -0.5710 0.3741 7.1024 0.0 0.0 0.0
Mn -0.6730 0.0471 -0.2439 0.1 0.4 0.8
S 1.2037 -1.4837 -0.3995 -0.7 0.5 -0.2
O -1.6191 -0.4840 1.2400 -0.3 -0.5 0.3
N -0.5233 -3.3690 0.2953 0.0 -0.1 0.3
N 0.2026 1.5261 0.7833 0.2 -0.7 -1.0
N -0.3065 1.2910 -1.7721 0.6 0.0 -0.3
N -0.2296 -3.1916 -1.9438 0.1 0.2 -0.2
C 2.5247 4.1067 -0.6721 0.0 0.0 0.2
C 1.8450 3.3416 0.3011 0.1 0.1 0.1
C 2.2896 3.9229 -2.0007 0.0 0.0 -0.1
C 0.9362 2.3905 -0.0672 0.0 0.0 0.1
C 0.0811 1.7777 -4.0830 -0.1 0.0 -0.1
C -1.3740 -0.2621 2.5185 0.1 0.1 -0.2
C 1.3354 2.9646 -2.4168 0.0 0.0 0.1
C -2.0709 -0.9942 3.4917 -0.1 0.0 0.0
C -1.4370 -4.4930 0.1828 0.0 0.0 0.0
C -0.8870 0.1272 5.2557 0.0 0.0 0.2
C -1.8321 -0.8100 4.8351 -0.1 -0.1 -0.1
C -0.1992 0.8659 4.3353 0.1 0.1 -0.1
C 0.0675 -2.7556 -0.7195 0.2 -0.3 -0.2
C -0.5783 1.1044 -3.0435 -0.2 0.1 -0.1
C 0.6500 2.2164 -1.4430 0.0 0.0 -0.1
C 0.3407 1.5079 2.0560 0.0 0.2 0.5
C 0.3492 -2.7158 -3.1950 0.0 0.0 0.0
C -0.4240 0.6908 2.9546 0.2 -0.2 0.1
C 1.0349 2.7008 -3.7693 0.1 0.1 -0.1
H 1.0778 2.1628 2.5215 -0.2 0.1 0.1
H -0.9479 -5.3592 -0.2685 0.0 0.0 0.0
H -2.3234 -4.2294 -0.3988 0.0 0.0 0.0
H 2.8205 4.5037 -2.7453 0.0 0.0 0.0
H -0.2745 -3.0265 1.2089 -0.1 0.1 0.0
H 1.0500 -1.9164 -2.9808 0.0 0.0 0.0
H 0.5175 1.6086 4.6662 0.0 0.0 0.0
H -1.7636 -4.7704 1.1801 0.0 0.0 0.0
H -2.8147 -1.7032 3.1477 0.0 0.0 0.1
H 0.8791 -3.5269 -3.6921 0.0 0.0 0.0
H 2.0591 3.5169 1.3474 0.0 0.0 0.0
H 3.2477 4.8454 -0.3513 0.0 0.0 0.0
H -2.3795 -1.3851 5.5707 0.0 0.0 0.0
H -0.1766 1.5596 -5.1101 0.0 0.0 0.0
H 1.5666 3.2392 -4.5457 0.0 0.0 0.0
H -1.3740 0.4020 -3.2590 0.1 -0.1 -0.1
H -0.8657 -3.9695 -2.0163 0.0 0.0 0.0
H -0.4341 -2.3485 -3.8569 0.0 0.0 0.0
```
Positions in Å, forces in eV/Å.

Calculated values
* net charge: +1
* frontier orbital gap (alpha / beta): 7.09 / 7.08 eV
* energy: -140196.09210 eV
* multiplicity: 2
* HOMO energy (alpha / beta): -10.7 / -10.7 eV